Record 1
A molecular structure, C25H32N2O9S in a non-equilibrium geometry, computed with ωB97M-V with the def2-TZVPD basis set.

Calculated values
spin multiplicity: 1
E_tot: -58682.8072 eV
Kohn-Sham gap: 0.2893 Ha
molar mass: 536.603 g/mol
HOMO: -8.911 eV

The geometry in XYZ format:
```
69
Properties=species:S:1:pos:R:3:forces:R:3
C -1.3134 1.6006 1.0406 2.94 -0.14 -1.65
C 0.0492 2.1177 1.0183 -2.15 -2.01 -1.84
C 0.9391 1.5841 -0.1156 1.00 -0.43 -0.86
N 2.2653 1.9220 -0.3618 -2.34 -1.45 -0.51
S 2.7854 1.0461 -1.6871 -1.75 0.11 0.93
N 1.4097 0.1656 -2.1053 -0.35 2.26 2.88
C 0.4837 0.5536 -1.1634 -1.09 0.16 0.55
C -0.9337 0.0586 -1.0896 -1.15 1.82 2.78
C -1.7960 0.5803 -0.0157 1.84 -0.64 -0.46
C -3.3002 0.1499 0.1307 0.10 3.21 -1.15
C -4.0826 1.5322 -0.4277 -1.84 -1.94 -0.37
C -5.2650 1.2414 -1.5398 4.29 1.14 3.87
O -5.5034 1.6558 -0.0626 2.39 -0.46 -3.14
H -2.0322 1.9372 1.8305 0.76 -0.40 -0.90
H 0.4145 2.8789 1.7585 -0.30 -0.99 -0.99
H -1.4004 -0.6769 -1.7948 0.85 0.79 0.67
H -3.5987 -0.6734 -0.5627 0.44 0.54 1.02
H -3.6276 0.0193 1.1933 0.50 -0.23 -1.01
H -3.4400 2.4906 -0.5662 -1.40 -1.62 0.52
H -5.1670 0.1440 -1.7006 -0.91 1.18 -0.25
H -4.9060 2.0642 -2.2029 -1.82 -0.80 -0.06
O -3.6290 -3.0595 1.0970 -0.09 0.26 -0.53
C -3.9978 -3.6199 0.1042 0.03 -0.05 0.84
O -4.3958 -2.9737 -1.0279 0.16 0.05 0.19
C -4.8759 -3.9321 -1.9826 -0.18 -0.10 -0.40
C -4.2405 -5.2468 -1.5813 0.08 -0.45 -0.16
C -4.1367 -5.1113 -0.0725 0.18 -0.18 -0.52
H -5.9675 -3.9631 -1.9258 0.04 0.03 0.03
H -4.5838 -3.6257 -2.9872 -0.02 0.20 0.15
H -4.8110 -6.1170 -1.9064 -0.01 0.10 -0.03
H -3.2385 -5.3210 -2.0124 -0.08 0.01 0.01
H -5.0465 -5.4454 0.4305 0.09 0.03 0.11
H -3.2666 -5.6342 0.3202 -0.17 0.11 0.28
O 4.1665 8.2521 -1.7267 0.05 -0.39 0.33
C 3.7118 7.1443 -1.7829 0.30 0.60 -0.32
O 4.1487 6.1068 -1.0204 -0.08 0.32 -0.10
C 3.4709 4.9037 -1.4132 -0.04 -0.39 0.18
C 2.1976 5.3663 -2.0886 -0.41 -0.18 -0.20
C 2.6234 6.6794 -2.7201 -0.40 -0.33 0.25
H 4.1210 4.3426 -2.0912 0.00 0.04 0.01
H 3.2678 4.2938 -0.5342 0.22 0.12 0.00
H 1.8016 4.6428 -2.8021 0.07 -0.03 0.08
H 1.4261 5.5539 -1.3365 0.06 -0.06 -0.03
H 3.0492 6.5343 -3.7152 -0.01 0.14 0.02
H 1.8041 7.3952 -2.7539 0.26 0.16 -0.19
O 2.1399 -5.9672 -2.3444 -0.35 0.23 0.27
C 2.2357 -4.8999 -1.8046 0.10 -0.40 -0.53
O 1.1797 -4.2084 -1.3036 0.19 -0.36 -0.10
C 1.6266 -2.9277 -0.8276 -0.20 0.47 0.22
C 3.1075 -3.0946 -0.5670 0.37 0.20 0.19
C 3.5099 -4.1106 -1.6210 0.06 0.23 0.52
H 1.4219 -2.1793 -1.5972 0.04 -0.13 0.04
H 1.0800 -2.6616 0.0780 -0.13 -0.13 -0.13
H 3.6627 -2.1575 -0.6241 -0.12 0.00 0.01
H 3.2637 -3.5179 0.4291 -0.03 0.07 -0.05
H 3.7721 -3.6339 -2.5679 0.03 -0.14 -0.02
H 4.3201 -4.7505 -1.2760 -0.04 -0.09 -0.35
O 1.2247 -0.6298 2.5266 0.04 -0.45 0.18
C 1.4959 -0.2675 3.6345 -0.32 0.15 -0.50
O 1.3669 -1.0445 4.7424 0.07 0.06 -0.31
C 1.6690 -0.2668 5.9098 0.02 -0.01 0.40
C 2.5215 0.8818 5.4130 0.27 0.39 0.17
C 1.9769 1.1092 4.0143 0.47 0.04 0.41
H 0.7296 0.0739 6.3539 0.02 -0.02 -0.04
H 2.1976 -0.8854 6.6349 -0.16 -0.15 -0.14
H 2.4726 1.7632 6.0529 -0.03 -0.10 0.02
H 3.5670 0.5674 5.3526 -0.07 0.02 0.03
H 1.1273 1.7954 4.0130 0.02 -0.03 -0.12
H 2.7514 1.4551 3.3315 -0.30 0.04 -0.20
```
Positions in Å, forces in eV/Å.



Record 2
C25H32N4O3 in the gas phase, computed with ωB97M-V with the def2-TZVPD basis set.

Calculated values
spin multiplicity: 1
E_tot: -38550.3037 eV
Kohn-Sham gap: 0.3534 Ha
energy relative to the best compared isomer or geometry (same formula, charge and spin): 2.7 kcal per mole
molar mass: 436.556 g/mol
SMILES: CC(=O)N[C@@H](Cc1ccccc1C)C(=O)NC1CCN(C(=O)NCc2ccccc2)CC1
HOMO: -8.979 eV

The geometry in XYZ format:
```
64
Properties=species:S:1:pos:R:3:forces:R:3
C 5.4034 0.5469 -4.9636 -0.03 -0.26 -0.05
C 4.7274 -0.1968 -3.8324 0.20 0.38 -0.12
O 4.5421 -1.3960 -3.8225 -0.05 -0.46 -0.05
N 4.3535 0.6006 -2.8070 -0.20 0.35 0.33
C 3.6175 0.1090 -1.6699 0.28 -0.01 -0.01
C 4.5817 -0.2486 -0.5128 -0.21 -0.06 -0.10
C 3.8418 -0.7549 0.6922 0.15 -0.14 0.16
C 3.3035 -2.0372 0.6451 0.03 0.07 0.00
C 2.5796 -2.5511 1.7053 -0.10 -0.09 0.03
C 2.3946 -1.7808 2.8402 -0.04 -0.05 0.04
C 2.9336 -0.5084 2.8988 0.05 -0.04 -0.01
C 3.6520 0.0267 1.8352 0.01 -0.13 0.07
C 4.1998 1.4193 1.9379 -0.01 -0.04 -0.02
C 2.6395 1.2018 -1.2389 0.00 -0.59 -0.20
O 2.8249 2.3704 -1.5220 0.14 0.44 -0.08
N 1.5840 0.7574 -0.5377 -0.34 -0.11 0.13
C 0.5521 1.6380 -0.0235 -0.12 0.46 0.03
C -0.6956 1.5904 -0.9177 0.11 -0.16 0.03
C -1.4173 0.2493 -0.7599 -0.11 0.36 -0.24
N -1.7776 0.0249 0.6225 0.04 -0.19 0.09
C -2.9462 0.4448 1.2213 0.18 -0.10 -0.30
O -3.0489 0.5152 2.4326 -0.09 0.06 0.48
N -3.9816 0.7702 0.3893 -0.12 0.09 -0.33
C -5.3117 0.9764 0.9316 0.00 0.14 0.14
C -6.2092 -0.2080 0.6854 -0.04 0.07 -0.06
C -7.3780 -0.0836 -0.0523 0.08 0.05 0.08
C -8.1809 -1.1871 -0.2862 -0.11 -0.08 -0.05
C -7.8169 -2.4272 0.2086 -0.11 -0.03 -0.06
C -6.6493 -2.5601 0.9425 0.07 -0.04 0.05
C -5.8507 -1.4569 1.1803 -0.01 0.00 0.01
C -0.6060 -0.0405 1.4767 0.07 0.11 0.42
C 0.1869 1.2672 1.4153 -0.01 -0.13 -0.13
H 5.6867 -0.1582 -5.7393 -0.01 -0.01 0.01
H 6.2915 1.0557 -4.5961 0.07 0.08 0.01
H 4.7240 1.2876 -5.3793 -0.02 0.10 -0.04
H 4.4307 1.6076 -2.8592 -0.02 -0.09 -0.11
H 3.0786 -0.7938 -1.9797 0.05 0.14 0.09
H 5.2510 -1.0261 -0.8876 0.02 0.08 -0.02
H 5.1770 0.6318 -0.2757 0.04 0.01 -0.05
H 3.4647 -2.6392 -0.2382 0.03 -0.09 -0.12
H 2.1689 -3.5481 1.6490 -0.03 -0.09 0.00
H 1.8358 -2.1691 3.6780 -0.06 -0.04 0.09
H 2.7940 0.0846 3.7917 -0.02 0.09 0.08
H 3.8881 1.8816 2.8714 0.00 0.05 0.04
H 5.2892 1.4073 1.9142 0.07 0.09 -0.02
H 3.8500 2.0393 1.1139 0.02 0.13 -0.05
H 1.5247 -0.2213 -0.3062 0.17 -0.02 -0.06
H 0.9785 2.6470 -0.0601 -0.10 -0.19 0.04
H -1.3711 2.3958 -0.6247 -0.07 0.04 -0.02
H -0.4048 1.7423 -1.9578 0.01 0.06 -0.03
H -0.7536 -0.5682 -1.0635 -0.12 0.01 -0.07
H -2.2910 0.2143 -1.4106 0.11 -0.10 -0.01
H -3.9570 0.4721 -0.5715 0.11 -0.02 0.09
H -5.1792 1.1373 2.0056 -0.07 0.07 -0.19
H -5.7384 1.8793 0.4827 -0.03 -0.10 0.12
H -7.6651 0.8835 -0.4410 -0.01 0.10 -0.04
H -9.0909 -1.0780 -0.8579 -0.07 0.00 -0.05
H -8.4422 -3.2883 0.0245 -0.05 -0.07 -0.02
H -6.3635 -3.5257 1.3332 0.02 -0.08 0.04
H -4.9435 -1.5531 1.7591 0.11 -0.02 0.08
H 0.0085 -0.8903 1.1622 -0.01 -0.03 0.03
H -0.9502 -0.2165 2.4963 0.15 -0.09 -0.14
H -0.4299 2.0631 1.8353 -0.02 0.03 0.04
H 1.0907 1.1747 2.0166 0.01 0.08 0.02
```
Positions in Å, forces in eV/Å.



Record 3
A molecular structure, C25H32N6O2PtS4 in a non-equilibrium geometry, computed with ωB97M-V with the def2-TZVPD basis set.

Calculated values
spin multiplicity: 1
E_tot: -86070.3523 eV
Kohn-Sham gap: 0.1940 Ha
energy relative to the best compared isomer or geometry (same formula, charge and spin): 40.6 kcal per mole
molar mass: 771.917 g/mol
HOMO: -5.653 eV

The geometry in XYZ format:
```
70
Properties=species:S:1:pos:R:3:forces:R:3
Pt -2.6865 -0.5878 0.3004 -1.34 -1.06 0.96
S -3.6004 1.4632 1.1243 1.97 -1.80 0.49
S -4.7654 2.2807 -0.2571 -1.33 0.20 -2.38
S -4.5329 1.2237 -2.2010 -1.28 2.26 0.84
S -3.3042 -0.3188 -1.9886 1.94 -1.50 1.33
C 1.5590 0.1792 1.8423 -0.13 -0.11 -0.12
N 1.3949 1.4359 1.1555 0.12 -0.06 0.20
C 2.3448 2.4803 1.4536 0.11 0.32 -0.07
C 2.4108 3.4583 0.2906 -0.25 -0.06 0.12
C 0.9942 3.9272 -0.0219 0.27 -0.01 0.12
N 0.1460 2.7853 -0.2749 0.03 0.07 0.03
C -1.0575 2.9950 -1.0443 -0.21 -0.24 -0.05
C 0.3575 1.5682 0.2838 0.22 0.14 -0.20
O -0.3400 0.5926 0.0014 0.21 -0.23 -0.17
H 2.3246 -0.4391 1.3630 0.07 -0.05 0.07
H 0.6085 -0.3508 1.8079 0.09 -0.04 0.12
H 1.8392 0.3658 2.8799 0.03 -0.04 0.02
H 3.3205 2.0124 1.6221 -0.06 0.08 -0.01
H 2.0570 3.0062 2.3765 0.10 -0.04 -0.04
H 2.8266 2.9550 -0.5860 0.00 0.05 0.04
H 3.0453 4.3063 0.5455 0.02 0.02 -0.01
H 0.9923 4.5491 -0.9213 -0.02 0.00 0.05
H 0.5950 4.5279 0.8100 0.05 0.01 -0.12
H -0.8256 3.2788 -2.0723 0.08 0.13 -0.05
H -1.6794 3.7640 -0.5805 -0.04 -0.03 -0.05
H -1.5984 2.0513 -1.0594 -0.16 0.17 -0.07
C 3.9334 4.1709 -3.7816 -0.03 -0.12 -0.06
C 3.3281 2.8941 -3.2716 0.01 -0.01 0.04
C 1.9622 2.6509 -3.3651 0.12 -0.03 -0.01
C 1.4209 1.4378 -2.9791 0.05 -0.13 0.00
C 2.2383 0.4287 -2.4753 0.24 0.43 -0.16
N 1.6486 -0.8070 -2.1706 -0.41 -0.18 0.10
C 2.2971 -1.9968 -2.0553 -0.06 0.03 -0.11
O 3.4969 -2.1625 -2.1030 0.17 0.04 -0.05
N 1.4769 -3.1224 -1.9431 0.16 -0.57 -0.09
C 0.2080 -3.3045 -1.4279 -0.43 -0.15 0.24
C -0.4387 -4.5361 -1.5935 -0.13 0.37 0.14
C -1.7126 -4.6968 -1.0770 0.37 0.07 0.02
C -2.3160 -3.6423 -0.4149 -0.31 -0.17 0.27
N -1.6828 -2.4904 -0.2089 -0.65 0.88 -0.61
C -0.4529 -2.3267 -0.6838 0.54 -0.01 -0.01
C 3.5988 0.6788 -2.3329 0.11 -0.20 0.07
C 4.1270 1.8898 -2.7396 -0.18 0.12 -0.06
H 3.1963 4.9710 -3.8146 0.02 0.07 0.01
H 4.3043 4.0135 -4.7959 0.03 0.11 -0.05
H 4.7770 4.4847 -3.1681 0.00 0.05 0.03
H 1.3182 3.4141 -3.7796 -0.12 0.05 -0.01
H 0.3625 1.2577 -3.0977 -0.19 -0.02 0.05
H 0.6391 -0.8199 -2.2586 0.17 0.00 0.05
H 1.9876 -3.9717 -2.1540 0.02 0.29 0.11
H 0.0556 -5.3513 -2.1038 0.03 -0.01 -0.11
H -2.2254 -5.6389 -1.1837 -0.12 -0.04 -0.01
H -3.3098 -3.7360 -0.0019 -0.08 0.13 -0.08
H 0.0151 -1.3892 -0.4178 -0.03 0.14 -0.12
H 4.2492 -0.0863 -1.9472 0.02 -0.06 0.03
H 5.1916 2.0445 -2.6580 0.18 0.05 0.05
C -3.7783 -3.7495 5.8606 -0.03 -0.07 0.03
C -3.4308 -2.9688 4.6379 0.04 0.18 -0.20
C -4.2899 -2.0149 4.1061 0.32 -0.18 0.08
C -3.9028 -1.2986 2.9897 -0.49 0.23 0.16
N -2.7350 -1.4831 2.3779 0.00 0.66 -1.02
C -1.9121 -2.4098 2.8663 0.35 -0.16 0.08
C -2.2159 -3.1647 3.9822 -0.13 0.14 0.01
H -4.7431 -3.4477 6.2592 -0.04 -0.02 0.05
H -3.0203 -3.6095 6.6297 0.02 0.00 0.06
H -3.8134 -4.8108 5.6242 -0.03 -0.13 0.05
H -5.2515 -1.8253 4.5586 -0.06 0.06 0.01
H -4.5434 -0.5343 2.5673 0.05 -0.05 -0.02
H -0.9726 -2.5522 2.3460 -0.05 0.04 -0.01
H -1.5110 -3.8984 4.3488 0.07 0.00 -0.04
```
Positions in Å, forces in eV/Å.



Record 4
A molecular structure, C25H33BO3S2 in a non-equilibrium geometry, computed with ωB97M-V with the def2-TZVPD basis set.

Calculated values
spin multiplicity: 1
E_tot: -54945.1472 eV
Kohn-Sham gap: 0.2542 Ha
energy relative to the best compared isomer or geometry (same formula, charge and spin): 35.3 kcal per mole
molar mass: 456.482 g/mol
HOMO: -6.799 eV

The geometry in XYZ format:
```
64
Properties=species:S:1:pos:R:3:forces:R:3
C 1.4057 2.6161 -1.5779 -0.76 0.82 0.33
O 0.4324 2.1802 -0.5550 1.98 0.56 0.50
C -0.0587 0.9833 -0.2707 -1.40 0.45 -3.79
C -1.0878 0.7185 -1.4836 0.05 -0.40 0.47
C -1.7367 -0.5244 -1.4560 -0.15 0.42 0.30
C -3.0044 -0.6786 -2.0223 0.25 0.08 -0.03
C -3.6548 0.3928 -2.6498 0.69 0.00 -0.08
C -5.0841 0.3173 -3.0920 -0.17 -0.15 -0.27
C -2.9134 1.5586 -2.8848 0.42 -0.17 0.12
C -1.6365 1.7194 -2.3456 0.03 -0.27 1.06
H 2.0018 3.3290 -0.9847 0.03 -0.33 -0.60
H 1.9919 1.7569 -1.9332 -0.26 0.83 0.27
H 0.9293 3.1706 -2.4328 0.26 -0.73 0.80
H 1.4527 0.2692 -2.2271 -0.13 -0.95 0.16
H -1.2482 -1.3140 -0.8678 -0.45 0.27 -0.28
H -3.5016 -1.6395 -1.9417 -0.13 0.07 0.08
H -5.5183 1.3179 -3.1660 -0.02 -0.12 0.17
H -5.1686 -0.1168 -4.0920 0.04 -0.09 0.02
H -5.6838 -0.3022 -2.4179 0.06 0.17 -0.07
H -3.3488 2.3743 -3.4654 0.03 -0.19 0.18
H -1.1554 2.6957 -2.4690 -0.11 -0.44 0.16
C 1.5028 0.4037 6.0582 0.52 0.17 -0.03
C 0.5612 0.3039 4.9010 -0.70 -1.10 -0.90
C -0.1356 -0.8275 4.5069 0.05 0.75 0.22
C -0.9098 -0.6500 3.3262 0.61 0.95 -1.65
C -0.6308 0.5185 2.5144 0.95 -2.41 7.33
B 1.9358 -0.6585 -1.6324 -1.51 1.44 -0.71
C -1.5881 1.2995 1.9059 -3.36 2.60 -2.47
C -2.8450 1.0222 1.3217 1.85 0.07 0.22
C -3.3015 2.1058 0.5291 0.59 1.80 0.63
C -2.5788 3.2895 0.7284 -0.79 -2.04 -0.53
C -2.8889 4.5408 0.0003 -0.11 0.47 0.24
S -1.2327 3.0508 1.7628 -0.90 -1.00 -0.45
O 3.3101 -0.7011 -1.6220 -1.15 0.30 0.89
C 3.5287 -1.7569 -0.7097 0.08 -2.23 1.23
C 4.7986 -2.4858 -1.0476 0.60 -0.10 -0.34
C 3.7362 -1.3842 0.7923 -0.22 0.04 0.33
C 2.2137 -2.6652 -0.9646 0.83 -0.19 0.40
C 2.2526 -3.3799 -2.3628 0.25 1.05 0.54
C 1.7849 -3.5938 0.1483 -0.13 -0.27 0.00
O 1.1698 -1.6554 -1.0224 2.15 1.13 -1.34
S 0.3315 1.5244 3.7258 0.67 -0.36 -0.85
H 1.4128 -0.4525 6.7481 -0.17 0.36 -0.36
H 2.5261 0.3885 5.6559 -0.11 0.04 0.25
H 1.3942 1.3399 6.6268 -0.07 -0.32 -0.19
H -0.1066 -1.7242 5.1233 -0.24 0.08 -0.25
H -1.7455 -1.3108 3.1054 0.35 -0.09 -0.32
H -3.3579 0.0646 1.4378 0.38 0.24 -0.32
H -4.0882 2.1254 -0.2247 -0.10 -0.36 0.53
H -3.9898 4.5908 -0.1007 0.63 0.24 -0.26
H -2.5396 5.4079 0.5699 -0.18 0.04 -0.15
H -2.3788 4.5611 -0.9734 -0.31 0.05 0.11
H 4.6973 -3.4872 -0.6384 0.21 -0.31 -0.14
H 4.9605 -2.5257 -2.1423 0.15 -0.02 0.68
H 5.6356 -2.0115 -0.4891 -0.28 -0.28 -0.86
H 4.0151 -2.2977 1.3325 -0.17 -0.12 -0.29
H 4.6280 -0.7591 0.9597 -0.50 0.21 -0.47
H 2.8916 -0.9861 1.3697 -0.02 0.22 -0.56
H 2.8031 -2.7612 -3.1101 -0.25 -0.53 0.56
H 2.6998 -4.3662 -2.2638 0.04 -0.02 -0.21
H 1.2255 -3.4411 -2.7250 0.02 -0.28 0.13
H 2.3102 -4.5534 0.1580 0.13 0.19 0.00
H 1.8433 -3.1243 1.1409 -0.08 -0.12 -0.41
H 0.7361 -3.8022 -0.0849 0.04 -0.15 0.30
```
Positions in Å, forces in eV/Å.